Entry 1:
Here is 2 unconnected molecules or ions with the total composition C5H8O from the OMol25 dataset. Energies are from wB97M-V/def2-TZVPD.

Structure (XYZ):
```
14
Properties=species:S:1:pos:R:3:forces:R:3
O 0.254 -2.479 -0.739 -0.4 0.0 0.1
C 0.216 0.358 0.282 0.5 0.4 0.5
C 0.620 1.019 -0.957 0.3 0.0 0.0
C -0.546 1.546 -0.111 -0.1 0.2 0.2
C -0.596 -1.802 -0.211 -0.6 -0.5 -0.7
C 0.608 -0.454 1.255 0.3 0.6 0.2
H 1.586 1.509 -0.915 -0.1 0.2 -0.1
H 0.366 0.605 -1.935 0.0 -0.1 0.4
H -1.538 1.498 -0.561 0.2 -0.2 0.2
H -1.050 -0.903 -0.677 -0.2 -0.5 -0.4
H 1.498 -1.064 1.126 -0.2 0.0 0.0
H -1.120 -2.032 0.737 0.3 -0.3 0.0
H -0.389 2.398 0.542 -0.1 0.1 -0.2
H 0.066 -0.540 2.190 0.1 0.1 0.0
```
Forces are in eV/Å.

The energy relative to the best compared isomer or geometry (same formula, charge and spin) comes out at 3.678 eV. The LUMO energy comes out at 0.035 hartree. For the HOMO-LUMO gap, the calculation gives 0.381 hartree.

Atom charges from the Mulliken analysis, given in e for atoms 1 to 8: -0.495 0.332 -0.400 -0.483 -0.044 -0.939 0.230 0.211

Entry 2:
Here is a molecular structure, C5H8O from the OMol25 dataset. Energies are from wB97M-V/def2-TZVPD.

Structure (XYZ):
```
14
Properties=species:S:1:pos:R:3:forces:R:3
O 1.776 -0.834 0.568 -0.1 -0.1 0.0
C -1.766 -0.391 0.395 -0.9 -0.7 0.3
C 0.273 0.342 -0.364 -0.2 0.5 0.1
C 1.063 -0.947 -0.681 -0.8 -0.1 -0.2
C -1.284 0.797 -0.293 1.8 -0.2 0.0
C 1.482 0.572 0.573 -0.5 0.5 0.1
H -1.370 1.667 0.365 0.3 0.0 -0.3
H 0.447 -1.823 -0.784 0.0 -0.6 0.2
H 1.821 -0.966 -1.486 -0.5 0.6 -0.1
H -2.035 -0.395 1.453 0.6 0.2 -0.2
H -1.790 1.012 -1.242 0.6 -0.1 0.0
H 1.349 1.035 1.549 -0.2 -0.3 0.3
H -2.330 -1.149 -0.168 0.8 0.1 0.1
H 2.365 1.079 0.114 -0.8 0.1 -0.2
```
Forces are in eV/Å.

The energy relative to the best compared isomer or geometry (same formula, charge and spin) comes out at 5.591 eV. The LUMO energy (spin up / spin down) comes out at 0.018 / 0.015 hartree. For the HOMO-LUMO gap (spin up / spin down), the calculation gives 0.317 / 0.301 hartree.

Atom charges from the Mulliken analysis, given in e for atoms 1 to 8: -0.390 -0.874 0.013 -0.373 -0.066 -0.303 0.235 0.256

Entry 3:
Here is 2 unconnected molecules or ions with the total composition C5H8O from the OMol25 dataset. Energies are from wB97M-V/def2-TZVPD.

Structure (XYZ):
```
14
Properties=species:S:1:pos:R:3:forces:R:3
O -0.940 1.973 -0.534 -0.3 0.3 0.9
C -1.102 1.012 0.183 -0.7 -0.1 -2.8
C -0.471 -1.413 0.651 0.1 -0.2 0.2
C 2.458 0.468 -0.107 -0.4 0.0 0.0
C 1.303 0.269 0.159 0.3 0.4 0.2
C -0.068 0.035 0.556 -0.9 1.8 2.4
H -0.296 0.779 -2.184 0.1 -0.5 -0.4
H 3.473 0.678 -0.357 -0.1 -0.1 0.0
H -2.100 0.705 0.569 0.1 0.3 0.1
H -0.209 0.121 -2.545 0.0 0.3 0.1
H -0.294 -1.914 -0.302 -0.1 0.2 -0.1
H -0.407 0.734 1.613 1.9 -2.2 -0.9
H 0.173 -1.897 1.376 -0.1 -0.2 0.2
H -1.518 -1.551 0.923 0.1 0.1 0.1
```
Forces are in eV/Å.

The energy relative to the best compared isomer or geometry (same formula, charge and spin) comes out at 4.495 eV. The LUMO energy comes out at 0.028 hartree. For the HOMO-LUMO gap, the calculation gives 0.382 hartree.

Atom charges from the Mulliken analysis, given in e for atoms 1 to 8: -0.527 -0.342 -1.166 0.234 -0.586 0.498 -0.171 0.447

Entry 4:
Here is C5H8O in the gas phase from the OMol25 dataset. Energies are from wB97M-V/def2-TZVPD.

Structure (XYZ):
```
14
Properties=species:S:1:pos:R:3:forces:R:3
O -0.516 -3.263 0.312 2.7 4.6 0.2
C -0.571 -0.846 0.573 -0.8 0.9 -0.5
C 0.081 -2.116 0.275 -2.8 -3.7 -0.5
C -0.132 0.334 0.044 1.3 -3.0 -0.2
C 1.260 0.375 -0.723 -0.5 -0.8 0.4
C -0.950 1.532 0.225 0.3 1.0 2.1
H -0.387 2.375 -0.045 0.6 1.4 -1.0
H -1.908 1.555 -0.236 -0.7 -0.2 -0.6
H -1.118 1.778 1.305 -0.1 -0.7 -0.6
H 2.045 0.348 0.112 -0.8 0.1 -1.4
H 1.316 1.385 -1.250 0.2 -1.7 0.3
H 1.403 -0.636 -1.414 -0.3 3.3 1.5
H -1.598 -0.845 1.001 0.9 -0.3 -0.1
H 1.075 -1.976 -0.179 0.0 -0.8 0.4
```
Forces are in eV/Å.

The energy relative to the best compared isomer or geometry (same formula, charge and spin) comes out at 2.069 eV. The LUMO energy comes out at 0.000 hartree. For the HOMO-LUMO gap, the calculation gives 0.353 hartree.

Atom charges from the Mulliken analysis, given in e for atoms 1 to 8: -0.552 -0.230 -0.140 0.897 -1.179 -1.437 0.425 0.337

Entry 5:
Here is C5H8O in the gas phase from the OMol25 dataset. Energies are from wB97M-V/def2-TZVPD.

Structure (XYZ):
```
14
Properties=species:S:1:pos:R:3:forces:R:3
O -0.214 -2.169 1.201 -0.1 0.3 -0.3
C 1.263 -0.116 -0.630 0.2 0.0 0.0
C 0.039 0.302 -1.396 -0.1 0.0 -0.1
C -0.427 0.940 1.162 -0.1 0.0 0.1
C -0.067 -0.056 0.063 0.0 -0.1 0.1
C -0.672 -1.397 0.396 0.1 -0.3 0.0
H 0.388 1.052 1.883 -0.1 0.0 -0.1
H -0.711 1.921 0.772 0.2 -0.1 0.0
H -1.620 -1.634 -0.132 0.0 0.0 0.0
H 2.013 0.641 -0.417 -0.2 -0.1 0.1
H -1.289 0.558 1.726 0.1 0.2 -0.1
H 1.676 -1.104 -0.815 -0.1 0.2 0.0
H -0.022 1.349 -1.687 -0.1 -0.2 0.2
H -0.377 -0.386 -2.131 0.1 0.1 0.2
```
Forces are in eV/Å.

The energy relative to the best compared isomer or geometry (same formula, charge and spin) comes out at 1.418 eV. The LUMO energy comes out at 0.037 hartree. For the HOMO-LUMO gap, the calculation gives 0.397 hartree.

Atom charges from the Mulliken analysis, given in e for atoms 1 to 8: -0.457 -0.703 -0.774 -1.392 1.282 -0.375 0.297 0.364

Entry 6:
Here is C5H8O in the gas phase from the OMol25 dataset. Energies are from wB97M-V/def2-TZVPD.

Structure (XYZ):
```
14
Properties=species:S:1:pos:R:3:forces:R:3
O 1.331 1.539 1.053 -0.4 -0.2 0.3
C 1.394 -0.857 0.475 0.3 0.1 -0.2
C -0.599 0.133 0.306 -0.1 0.1 0.0
C -1.215 1.142 -0.652 0.0 0.1 0.0
C 0.056 -1.164 -0.264 -0.2 -0.2 -0.1
C 0.785 0.488 0.852 0.1 0.3 -0.1
H -0.444 -2.071 0.076 0.2 0.0 0.0
H 0.086 -1.203 -1.360 0.2 0.2 0.3
H 1.748 -1.603 1.197 -0.3 0.4 0.0
H -2.188 0.803 -1.026 0.2 0.0 0.1
H -0.562 1.310 -1.516 -0.1 0.0 0.2
H -1.292 -0.105 1.124 0.1 0.0 -0.1
H 2.259 -0.518 -0.109 -0.1 -0.7 -0.3
H -1.358 2.106 -0.154 0.0 -0.1 0.0
```
Forces are in eV/Å.

The energy relative to the best compared isomer or geometry (same formula, charge and spin) comes out at 0.998 eV. The LUMO energy comes out at 0.037 hartree. For the HOMO-LUMO gap, the calculation gives 0.383 hartree.

Atom charges from the Mulliken analysis, given in e for atoms 1 to 8: -0.573 -0.529 0.334 -1.398 -0.607 0.381 0.241 0.295